# 1
Entry from the OMol25 dataset: a cluster of 3 separate species, C3H12NO2 in total in a non-equilibrium geometry (ωB97M-V with the def2-TZVPD basis set).

Geometry as XYZ:
```
18
Properties=species:S:1:pos:R:3:forces:R:3:mulliken_charge:R:1
C -0.889 -1.604 -1.988 -1.2 -0.7 1.8 -1.07
C -0.836 -0.368 -1.124 1.9 -1.9 0.1 0.71
C -0.220 0.789 -1.313 -1.0 -0.2 -0.2 -0.95
N -1.062 -0.707 0.351 -1.7 3.5 1.2 -0.33
H -1.869 -1.715 -2.480 0.8 0.4 -0.7 0.32
H 0.023 -1.811 -2.533 -0.2 0.3 -0.6 0.35
H -1.001 -2.423 -1.257 0.5 -0.1 -0.3 0.33
H -0.324 1.565 -0.565 0.7 0.2 0.0 0.31
H 0.270 0.976 -2.265 -0.4 0.2 0.1 0.29
H -1.826 -1.259 0.746 0.1 -0.8 -1.0 0.39
H -1.426 0.230 0.619 0.1 -0.2 0.4 0.42
H -0.247 -0.718 1.004 0.4 -0.3 -1.0 0.27
H 2.177 -0.552 2.122 0.2 -0.1 0.3 0.31
H 1.117 -1.687 1.875 0.8 -0.2 0.4 0.30
O 1.365 -0.779 1.674 -0.9 -0.1 -0.6 -0.66
H 1.240 3.021 2.116 -0.2 0.1 -0.2 0.31
H 1.848 2.129 1.062 0.2 0.0 -0.2 0.30
O 1.019 2.551 1.301 0.0 -0.1 0.3 -0.60
```
Forces are in eV/Å.

Output
E_LUMO in eV: -3.42
Total charge: +1

***

# 2
Entry from the OMol25 dataset: a structure of composition C43H63F5MgN2O3Te (ωB97M-V with the def2-TZVPD basis set).

Geometry as XYZ:
```
118
Properties=species:S:1:pos:R:3:forces:R:3:mulliken_charge:R:1
Mg -0.787 -0.279 0.750 0.4 0.1 0.5 1.27
C 3.414 -0.079 1.985 0.1 0.1 0.1 -1.01
N 3.124 -0.390 0.606 -0.1 0.0 0.0 0.74
C 4.247 -1.015 -0.041 0.0 0.0 0.0 -1.24
C 2.637 0.765 -0.132 0.2 0.2 0.0 0.20
C 1.910 0.351 -1.404 0.2 0.1 0.0 -1.53
N 0.464 0.563 -1.353 -0.2 -0.1 0.1 1.28
C -0.096 -0.215 -2.458 -0.2 -0.1 -0.2 -1.95
C -1.582 -0.394 -2.468 -0.1 -0.1 -0.1 1.18
C -2.376 0.241 -3.393 0.0 0.1 0.0 -0.53
C -3.753 0.025 -3.438 -0.1 -0.1 0.0 0.23
C -4.258 -0.917 -2.555 0.1 0.0 0.0 -0.80
C -3.491 -1.615 -1.616 -0.1 0.0 -0.1 0.44
C -2.121 -1.298 -1.516 0.1 0.1 0.2 -0.47
O -1.318 -1.738 -0.571 -0.1 0.0 -0.1 -0.90
C -4.236 -2.618 -0.724 0.0 0.1 0.0 2.42
C -5.151 -1.852 0.242 0.0 -0.1 0.0 -1.59
C -3.324 -3.517 0.110 0.0 -0.1 0.0 -1.46
C -5.096 -3.546 -1.601 0.0 0.0 0.0 -1.98
C -4.619 0.821 -4.410 0.0 0.0 0.0 2.69
C -6.108 0.496 -4.277 0.0 0.0 0.0 -2.34
C -4.191 0.526 -5.852 0.0 0.0 0.0 -2.07
C -4.439 2.317 -4.132 0.0 -0.1 0.0 -1.75
C 0.222 2.005 -1.539 0.0 0.0 0.0 -2.61
C -1.169 2.602 -1.462 0.0 0.0 -0.1 1.38
C -1.412 3.693 -2.281 0.0 0.1 0.1 -0.69
C -2.572 4.458 -2.181 0.1 0.0 0.0 -0.19
C -3.491 4.051 -1.219 0.1 0.0 0.1 -0.79
C -3.308 2.966 -0.370 -0.1 0.1 -0.1 1.15
C -2.118 2.197 -0.487 0.1 -0.2 -0.1 -0.04
O -1.895 1.161 0.236 -0.3 0.2 -0.1 -0.34
C -4.423 2.656 0.641 0.0 0.0 0.0 2.12
C -4.065 1.620 1.713 -0.1 -0.1 0.1 -1.77
C -4.810 3.942 1.394 0.0 -0.1 0.0 -2.11
C -5.646 2.131 -0.128 0.0 0.0 0.0 -1.41
C -2.817 5.738 -2.980 0.0 0.0 0.0 2.08
C -4.178 5.696 -3.686 0.0 0.0 0.0 -1.56
C -2.801 6.937 -2.021 0.0 0.0 0.0 -1.80
C -1.745 5.971 -4.046 0.0 0.0 0.0 -2.15
H 3.626 -1.001 2.528 0.0 0.0 0.0 0.34
H 2.548 0.398 2.434 -0.1 0.0 0.1 0.14
H 4.292 0.589 2.090 0.0 0.0 0.0 0.28
H 5.131 -0.345 -0.082 0.0 0.0 0.0 0.35
H 3.996 -1.299 -1.063 0.0 0.0 0.0 0.35
H 4.533 -1.923 0.494 0.0 0.0 0.0 0.32
H 3.473 1.448 -0.387 0.1 0.0 0.1 0.17
H 1.952 1.314 0.518 0.1 -0.1 -0.1 -0.61
H 2.078 -0.714 -1.577 0.0 0.1 0.1 0.67
H 2.324 0.892 -2.277 0.0 -0.1 0.0 0.31
H 0.354 -1.209 -2.390 -0.1 0.0 -0.1 0.61
H 0.222 0.235 -3.417 0.0 0.0 0.0 0.12
H -1.908 0.956 -4.065 0.0 0.0 0.0 0.19
H -5.318 -1.119 -2.570 -0.1 0.0 0.0 0.41
H -4.557 -1.229 0.909 0.0 0.0 0.0 0.12
H -5.730 -2.551 0.853 0.0 0.0 0.0 0.55
H -5.848 -1.205 -0.294 0.0 0.0 0.0 0.24
H -2.735 -2.944 0.818 0.0 0.0 0.0 -0.39
H -2.632 -4.078 -0.521 0.0 0.0 0.0 0.38
H -3.953 -4.227 0.658 0.0 0.0 0.0 0.44
H -5.909 -3.017 -2.099 0.0 0.0 0.0 0.31
H -5.542 -4.330 -0.983 0.0 0.0 0.0 0.49
H -4.483 -4.020 -2.369 0.0 0.0 0.0 0.38
H -6.317 -0.551 -4.506 0.0 -0.1 0.0 0.48
H -6.680 1.114 -4.976 0.0 0.0 0.0 0.44
H -6.471 0.704 -3.271 0.0 0.0 0.1 0.30
H -4.317 -0.535 -6.079 0.0 0.0 0.0 0.44
H -3.142 0.778 -6.009 0.0 0.0 0.0 0.29
H -4.791 1.107 -6.559 0.0 0.0 0.0 0.45
H -4.731 2.560 -3.108 0.0 0.0 0.0 0.00
H -5.048 2.910 -4.822 0.0 0.0 0.0 0.74
H -3.398 2.625 -4.239 0.0 0.0 0.0 0.31
H 0.638 2.283 -2.528 0.0 0.0 0.1 0.38
H 0.835 2.509 -0.794 0.0 0.1 0.1 0.74
H -0.645 3.955 -3.001 0.0 0.0 -0.1 0.51
H -4.404 4.627 -1.112 0.0 0.0 0.0 0.14
H -3.188 1.909 2.289 0.0 0.1 0.0 0.23
H -3.849 0.643 1.294 0.0 0.1 0.0 -0.16
H -4.920 1.535 2.394 0.0 0.0 0.0 0.55
H -3.931 4.385 1.862 0.0 0.0 0.0 0.39
H -5.535 3.709 2.179 0.0 0.0 0.0 0.51
H -5.258 4.692 0.742 0.0 0.0 0.0 0.32
H -5.390 1.209 -0.654 0.0 0.0 0.0 -0.11
H -5.995 2.856 -0.867 0.0 0.1 0.0 0.21
H -6.468 1.917 0.561 0.0 0.0 0.0 0.58
H -4.988 5.523 -2.977 0.0 0.0 0.0 0.22
H -4.205 4.892 -4.423 0.0 0.1 0.0 0.25
H -4.372 6.642 -4.199 0.0 0.0 0.0 0.53
H -3.580 6.843 -1.264 0.0 0.0 0.0 0.28
H -2.961 7.874 -2.565 0.0 0.0 0.0 0.47
H -1.844 6.993 -1.500 0.0 0.0 0.0 0.37
H -1.695 5.137 -4.748 0.0 0.0 0.0 0.37
H -0.759 6.097 -3.600 0.1 0.0 0.0 0.38
H -1.978 6.878 -4.611 0.0 0.0 0.0 0.44
C -1.324 -1.197 2.642 0.1 -0.2 0.0 -1.33
H -2.342 -1.610 2.660 -0.1 0.0 0.0 0.30
H -1.287 -0.408 3.401 0.0 0.1 0.0 0.29
H -0.667 -1.996 3.015 0.0 0.0 0.0 0.25
C 0.008 -4.299 1.227 0.0 0.0 0.0 -0.90
Te 0.880 -3.496 -0.531 0.0 0.0 -0.2 0.78
C 2.602 -4.762 -0.284 0.0 -0.1 0.0 -1.22
H 0.707 -4.160 2.048 0.0 0.0 0.0 0.44
H -0.212 -5.353 1.073 0.0 0.0 0.0 0.39
H -0.894 -3.736 1.433 0.0 0.1 0.0 0.07
H 2.295 -5.806 -0.255 0.0 -0.1 0.0 0.32
H 3.127 -4.507 0.633 0.0 0.0 0.1 0.31
H 3.272 -4.612 -1.129 0.0 0.0 -0.1 0.31
F 0.402 5.677 5.337 0.0 -0.2 -0.1 -0.37
C 0.428 4.601 4.503 0.0 0.2 0.1 0.60
C 0.269 4.754 3.137 0.0 0.2 0.0 0.02
F 0.090 5.998 2.627 0.1 -0.3 0.1 -0.35
C 0.296 3.661 2.294 0.0 0.1 -0.1 0.04
F 0.154 3.899 0.975 0.0 0.0 0.0 -0.40
C 0.471 2.322 2.740 -0.2 -0.2 0.0 0.05
O 0.482 1.303 1.984 0.1 0.0 -0.3 -0.37
C 0.645 2.230 4.149 0.1 -0.1 0.3 -0.02
F 0.856 1.012 4.704 -0.1 0.3 -0.2 -0.38
C 0.620 3.321 4.994 0.0 -0.1 0.3 0.23
F 0.784 3.146 6.332 0.0 0.1 -0.4 -0.35
```
Forces are in eV/Å.

Output
E_LUMO in eV: 3.68
Total charge: -2

***

# 3
Entry from the OMol25 dataset: the ion C4H9NO4P with charge -1 in a non-equilibrium geometry (ωB97M-V with the def2-TZVPD basis set).

Geometry as XYZ:
```
19
Properties=species:S:1:pos:R:3:forces:R:3:mulliken_charge:R:1
C 1.890 -1.107 -1.371 -0.3 0.3 -0.6 -0.71
C 2.387 -0.599 -0.082 1.4 1.9 0.7 -0.48
C 0.346 0.479 1.069 0.1 2.8 -1.7 -0.69
C -0.739 0.574 0.012 -0.1 -3.9 3.2 0.34
N 1.802 0.613 0.593 -1.5 0.9 -1.1 -0.42
O -3.199 0.861 0.866 -1.9 -2.0 1.9 -0.55
O -2.828 -0.351 -1.331 -0.1 0.9 -1.4 -0.81
O -2.388 -1.658 0.782 0.2 0.6 0.8 -0.74
O -0.802 1.488 -0.882 -0.1 2.7 -2.7 -0.53
P -2.359 -0.347 0.072 0.9 -0.2 0.5 0.75
H 2.414 -0.682 -2.243 -0.8 -0.5 0.1 0.28
H 0.976 -1.776 -1.431 1.4 1.0 0.0 0.30
H 2.271 -1.385 0.622 0.0 -0.7 1.1 0.32
H 3.480 -0.226 0.003 -1.2 -1.3 -1.0 0.33
H 0.406 1.411 1.708 -0.9 -0.8 -0.1 0.22
H 0.001 -0.388 1.612 1.0 -0.4 0.5 0.38
H -3.885 0.356 1.451 1.8 1.4 -1.5 0.31
H 1.824 1.525 -0.043 -0.1 -2.8 1.4 0.30
H -1.597 1.210 -1.407 0.3 0.3 -0.2 0.38
```
Forces are in eV/Å.

Output
E_LUMO (spin up / spin down) in eV: 3.84 / 3.12
Total charge: -1

***

# 4
Entry from the OMol25 dataset: a cluster of 5 separate species, C20H35N5 in total in a non-equilibrium geometry (ωB97M-V with the def2-TZVPD basis set).

Geometry as XYZ:
```
60
Properties=species:S:1:pos:R:3:forces:R:3:mulliken_charge:R:1
C -1.551 -1.682 3.068 0.5 0.0 -0.8 -1.42
C -1.601 -2.326 1.682 -0.4 -0.7 1.5 -0.43
C -2.563 -1.693 0.658 -0.4 -0.4 0.7 1.61
C -4.013 -1.601 1.112 7.3 0.0 -2.2 0.16
N -5.050 -1.536 1.495 -5.4 0.3 1.9 -0.49
H -0.996 -0.751 2.947 -0.4 0.4 0.5 0.22
H -0.957 -2.304 3.738 -0.1 -0.1 0.0 0.41
H -2.558 -1.575 3.470 0.2 0.3 0.1 0.37
H -1.851 -3.377 1.828 -0.6 0.1 0.3 0.69
H -0.601 -2.482 1.278 0.0 0.8 -0.2 -0.02
H -2.517 -2.393 -0.176 -0.8 1.0 -0.3 0.29
H -2.097 -0.781 0.285 -1.1 0.1 0.7 -1.34
C 1.987 2.058 1.656 3.7 2.7 0.3 -0.99
C 3.471 1.718 1.305 -0.5 0.6 -0.3 -0.69
C 4.071 2.602 0.130 -1.3 -0.1 0.5 -0.14
C 5.371 3.004 0.495 2.2 -0.8 -0.2 -0.13
N 6.397 3.370 0.839 0.6 0.3 0.2 -0.44
H 1.639 1.588 2.575 0.0 -0.3 -0.2 0.34
H 1.255 1.962 0.854 4.8 2.2 -0.7 0.13
H 1.967 3.134 1.827 0.1 0.3 0.5 0.44
H 3.616 0.644 1.188 0.0 0.0 -0.7 0.41
H 4.144 1.946 2.132 -0.4 0.1 0.4 0.43
H 3.763 3.648 0.134 -1.8 0.0 0.0 0.18
H 3.978 2.288 -0.910 0.1 -0.4 0.2 0.42
C -1.388 -4.365 -0.337 0.7 0.5 -0.7 -1.43
C 0.138 -4.559 0.052 -1.4 -1.6 1.2 0.00
C 0.741 -5.466 -0.989 1.3 -1.3 -1.3 -0.68
C 2.122 -5.173 -1.423 -0.1 0.1 0.8 0.14
N 3.240 -5.030 -1.643 0.1 0.1 -0.3 -0.48
H -2.000 -5.267 -0.332 0.4 -0.3 0.3 0.30
H -1.409 -3.996 -1.362 0.1 -0.5 -0.3 0.64
H -1.955 -3.563 0.135 0.9 -1.9 0.1 -0.10
H 0.206 -5.087 1.003 -0.2 -0.2 0.2 0.39
H 0.783 -3.682 0.112 -0.8 -0.9 0.8 0.42
H 0.219 -5.605 -1.936 -0.6 0.5 0.1 0.34
H 0.823 -6.497 -0.646 -0.1 -0.1 0.3 0.40
C -0.018 0.753 0.623 -3.8 -1.5 1.3 -0.81
C -0.216 0.943 -0.809 0.9 0.2 -1.4 2.15
C -0.870 -0.226 -1.491 0.7 -1.6 -1.0 -1.55
C -0.184 -1.591 -1.210 -2.7 5.6 -1.2 0.09
N 0.355 -2.564 -1.082 2.2 -0.4 -2.0 -0.30
H 0.562 1.500 1.164 -4.8 -3.4 0.3 -0.19
H 0.257 -0.271 0.875 0.8 0.0 0.0 0.47
H -1.050 0.773 0.972 -0.3 0.2 0.7 0.41
H 0.712 1.093 -1.361 0.5 0.1 0.1 0.77
H -0.833 1.808 -1.055 0.4 -0.8 0.5 -2.38
H -0.699 0.025 -2.537 -0.3 -0.7 -0.3 0.61
H -1.946 -0.320 -1.348 0.3 0.1 -0.1 0.53
C 0.140 3.840 -2.134 -1.8 0.5 0.4 -0.74
C -1.039 4.912 -2.112 1.9 -0.4 -1.5 -0.71
C -1.928 4.734 -0.883 1.3 -0.2 -0.2 -0.53
C -2.377 3.320 -0.794 -0.8 1.5 0.6 0.34
N -2.839 2.279 -0.659 -0.2 -0.1 -0.1 -0.38
H 0.887 3.932 -2.923 -0.4 0.3 -0.2 0.47
H -0.409 2.902 -2.217 0.8 0.0 -0.3 0.36
H 0.674 3.875 -1.185 0.0 -0.2 0.1 0.14
H -1.556 4.818 -3.067 -0.3 0.0 0.1 0.34
H -0.501 5.859 -2.168 -0.6 0.4 0.5 0.37
H -2.733 5.457 -0.745 -0.2 -0.3 -0.4 0.40
H -1.211 4.978 -0.099 -0.3 -0.5 0.7 0.22
```
Forces are in eV/Å.

Output
E_LUMO in eV: 0.13
Total charge: 0
SMILES: CCCC#N.CCCC#N.CCCC#N.CCCC#N.CCCC#N

***

# 5
Entry from the OMol25 dataset: a cluster of 2 separate species, C11H24N3O3 in total in a non-equilibrium geometry (ωB97M-V with the def2-TZVPD basis set).

Geometry as XYZ:
```
41
Properties=species:S:1:pos:R:3:forces:R:3:mulliken_charge:R:1
N 0.642 -1.972 -0.660 0.1 0.0 -0.2 -0.35
C 0.749 -0.655 -0.692 0.4 0.0 -0.2 0.54
N -0.063 0.090 -1.429 -0.9 -0.3 1.2 -0.12
C -0.353 1.465 -0.949 0.4 0.0 -0.4 -0.93
C -0.006 1.531 0.528 -0.1 0.1 0.2 -0.31
O -0.241 2.819 1.039 0.2 0.1 0.0 -0.56
C 1.477 1.239 0.689 0.1 -0.2 -0.3 0.20
C 2.023 1.269 2.110 -0.1 0.0 0.0 -1.32
C 1.181 0.585 3.193 0.0 -0.1 0.0 -0.66
C 1.546 -0.879 3.430 -0.1 0.0 -0.1 -0.17
C 1.115 -1.383 4.791 -0.1 0.0 0.2 -0.63
O 1.695 -2.659 5.014 0.1 0.0 -0.2 -0.53
N 1.772 -0.098 0.060 -0.3 0.5 -0.1 -0.32
H 1.340 -2.498 -0.159 -0.1 0.0 0.1 0.26
H -0.106 -2.464 -1.120 0.1 0.0 -0.2 0.20
H -0.914 -0.393 -1.729 0.1 0.2 -0.5 0.31
H -1.403 1.657 -1.148 0.0 0.0 0.0 0.37
H 0.249 2.190 -1.495 0.0 0.0 -0.1 0.39
H -0.598 0.768 1.047 0.0 0.0 0.1 0.50
H -1.069 2.853 1.522 -0.1 0.0 0.0 0.42
H 1.987 2.011 0.107 0.1 0.0 0.0 0.48
H 2.999 0.780 2.072 0.1 0.1 0.0 0.53
H 2.207 2.310 2.369 -0.1 0.1 0.0 0.43
H 1.303 1.141 4.124 0.1 0.0 0.0 0.51
H 0.117 0.652 2.958 0.0 0.1 0.1 0.28
H 2.627 -1.011 3.356 0.0 0.0 0.0 0.30
H 1.086 -1.514 2.667 0.1 0.0 -0.1 -0.03
H 0.025 -1.436 4.860 0.0 0.0 0.0 0.36
H 1.457 -0.681 5.559 0.0 0.0 0.0 0.26
H 1.063 -3.241 5.438 0.0 0.0 0.1 0.32
H 2.611 -0.017 -0.506 0.2 -0.4 0.2 0.33
C -3.118 0.946 -4.858 0.0 0.0 0.0 -1.21
C -2.571 -0.214 -4.080 -0.1 0.0 0.0 0.91
O -2.428 -0.152 -2.871 0.1 -0.1 0.0 -0.65
C -2.221 -1.452 -4.855 0.0 0.0 0.0 -1.16
H -3.339 1.778 -4.195 0.0 0.0 0.0 0.31
H -2.396 1.254 -5.617 0.0 0.0 0.0 0.35
H -4.024 0.644 -5.385 0.0 0.0 0.0 0.38
H -1.475 -1.216 -5.616 0.0 0.0 0.0 0.35
H -3.105 -1.819 -5.380 0.0 0.0 0.0 0.38
H -1.845 -2.229 -4.194 0.0 0.0 0.0 0.26
```
Forces are in eV/Å.

Output
E_LUMO in eV: -2.71
Total charge: +1

***

The energy relative to the best compared isomer or geometry (same formula, charge and spin) results, record by record, are as follows: 2.024 0.089 4.004 8.041 0.000 eV.